38
Properties=species:S:1:pos:R:3:forces:R:3:mulliken_charge:R:1 method="wB97M-V/def2-TZVPD" smiles="O=C(CN1Cc2c(Br)cccc2N(CC2CC2)S1(=O)=O)NO" lumo_ha=0.007 orbital_gap_ev=9.6
O 0.421739 -4.686049 -1.016543 -1.1284 1.4916 0.0521 -0.658
O -0.585897 -1.304333 2.153901 0.2827 -0.1965 -0.5825 -0.685
O -2.803870 -0.416851 1.779849 2.0720 0.7204 -1.9744 -0.677
Br 1.144380 -1.959684 -3.589922 0.3486 0.3645 0.4159 -0.121
O 2.386231 -3.984074 0.801175 -1.2303 0.3639 -0.0801 -0.431
C 0.211410 -3.687402 -0.322150 1.3889 -2.4245 0.7467 0.671
C 2.809560 0.778060 -0.925979 1.2402 -0.7496 1.6994 -0.643
C 2.704606 -0.213540 -1.904143 -1.3900 0.8669 0.1652 -0.604
C 1.818284 1.039852 0.041982 0.5056 1.2041 -0.1751 -0.533
C 1.432495 -0.782977 -2.102091 1.0230 0.5322 0.3439 0.288
C 0.575710 0.399416 -0.112281 0.6171 1.0074 -0.5097 -0.086
C 0.407475 -0.449633 -1.229283 -1.7934 -1.3369 -1.0024 1.278
N 1.219368 -3.257549 0.498921 -0.4486 -0.2485 -1.5190 0.147
N -1.552761 -1.669322 -0.237818 0.4438 1.6873 -0.0153 0.046
N -0.535216 0.786814 0.723176 -1.9512 -1.9987 0.4597 0.136
C -1.243989 -3.085988 -0.089514 0.3934 -0.4341 -2.3845 -0.990
C -1.011355 -1.051383 -1.508995 -0.6027 -1.1091 0.3622 -1.457
C -1.379570 1.914656 0.274709 -0.2624 0.5213 1.4073 -0.829
C -0.408870 3.737213 2.037922 0.2152 2.7947 -4.3411 -0.718
C -1.637641 4.323735 1.369622 1.0107 -2.5570 -0.1957 -0.776
C -0.795050 3.315582 0.569515 -1.2251 -1.5897 1.8235 -0.334
S -1.464074 -0.638072 1.224266 0.0208 -1.1524 0.3519 1.154
H 2.914421 -3.971868 -0.002681 -0.0323 0.0675 -0.2763 0.326
H 3.808943 1.182602 -0.624268 -0.8769 -0.1833 -0.9762 0.303
H 3.513483 -0.404293 -2.572592 0.4141 -0.2693 -0.2444 0.459
H 2.126211 1.888730 0.780151 -1.3023 -1.9703 -1.0211 0.284
H 0.921472 -2.608885 1.154584 0.2018 1.4245 2.0047 0.162
H -1.651950 -3.414753 0.825191 -0.0697 -0.5311 1.2820 0.510
H -1.810634 -3.651904 -0.891224 0.4720 0.7728 0.7815 0.312
H -1.217806 -1.827311 -2.400421 1.3446 1.4239 2.3180 0.414
H -1.691854 -0.283532 -1.844081 -0.2033 0.6968 0.3011 0.311
H -1.509593 1.835706 -0.760593 -0.0076 0.0484 -1.8877 0.372
H -2.415454 1.781141 0.637427 0.6860 0.0144 0.5162 0.607
H 0.328493 4.535741 2.114490 0.5037 -0.9401 0.4210 0.285
H -0.611218 3.040175 2.761320 -0.0647 -1.3952 1.7592 0.301
H -1.619960 5.209914 0.832488 -0.0799 2.0652 0.0576 0.357
H -2.500791 4.003616 1.902336 -1.0718 -0.0883 -0.4969 0.298
H -0.296727 3.576447 -0.348449 0.5563 1.1070 0.4133 0.519


126
Properties=species:S:1:pos:R:3:forces:R:3:mulliken_charge:R:1 method="wB97M-V/def2-TZVPD" smiles="C=C[C@@](CC(C)C)(CN(CCCF)CCOC(C)=O)O[C@@H](CCCSC(=S)N1CCOCC1)N=C=O.BrCCBr.BrCCBr.BrCCBr.BrCCBr.BrCCBr.BrCCBr" lumo_ha=-0.003 orbital_gap_ev=8.3
C 2.973952 2.663372 5.364833 0.1586 0.0856 0.1714 -1.053
C 3.032148 3.348244 4.205789 -0.6571 -0.1733 -0.4632 -0.690
C 2.879804 2.714957 2.804974 -0.3635 -0.2548 0.6637 1.898
C 3.948007 3.407158 1.901842 -0.5501 -0.5005 0.1222 -2.604
C 3.588121 3.529632 0.409856 0.9385 0.8263 -0.5541 2.883
C 4.649739 2.882575 -0.520864 -0.1725 0.6858 0.1070 -1.392
C 3.584920 5.037915 0.064431 0.1461 -0.2743 0.2421 -2.130
C 3.238115 1.209645 2.894656 -1.1340 0.5295 -0.7176 -2.771
N 3.597763 0.622385 1.597315 0.5422 -0.3063 0.6148 1.357
C 4.487977 -0.507618 1.868716 -0.1598 -0.7192 0.2433 -1.108
C 3.847195 -1.715781 2.619096 0.5255 -0.2442 -0.1688 -0.392
C 3.695419 -2.982661 1.771556 -0.2310 0.6119 0.5773 0.120
F 2.326010 -3.244136 1.620540 -0.1113 -0.1699 -0.3484 -0.345
C 2.420499 0.222536 0.843522 0.0611 -0.1496 -0.4104 -0.042
C 2.707939 -0.550261 -0.448364 -0.8326 0.3545 -0.2729 -1.483
O 3.906200 -0.100656 -1.107620 0.4510 -0.4438 0.3627 -0.113
C 4.304956 -0.985234 -2.064168 0.0517 -0.3931 -0.7995 0.722
C 5.518427 -1.850236 -1.769962 -0.1420 0.4822 0.3421 -1.032
O 3.717629 -1.109233 -3.105892 -0.0648 0.2439 0.2119 -0.575
O 1.543749 2.735777 2.283433 0.4295 0.3127 0.1229 -0.031
C 0.944842 3.974025 2.217076 -1.3755 -0.3857 -0.3408 -0.241
C -0.014348 3.916292 1.014725 0.7747 0.8498 -0.2255 0.425
C -0.025675 5.171621 0.134088 -0.2368 -0.5412 -0.6281 -0.956
C -1.311216 5.132156 -0.704570 -0.3667 0.1819 0.6677 -1.048
S -1.319888 3.789032 -1.933039 -0.1025 0.0397 -0.0096 -0.157
C -1.688647 2.265991 -1.139057 0.4113 -0.4515 0.1501 0.015
S -1.074389 0.917808 -1.832690 0.0592 0.1845 -0.2041 -0.196
N -2.475053 2.192898 0.048627 0.1554 0.0709 -0.3594 0.434
C -1.880335 1.340039 1.078137 0.1291 -0.0765 1.0608 0.371
C -2.601386 1.686639 2.386560 -0.1746 0.0694 0.1163 -0.430
O -3.987208 1.932229 2.173888 -0.2803 0.2357 0.0600 -0.492
C -4.449580 1.142227 1.103602 0.6585 -0.4535 0.0006 -0.512
C -3.788225 1.573457 -0.224385 -1.0183 -0.1563 -0.0086 -0.232
N 0.094298 4.228787 3.454561 0.1346 0.8225 -0.0337 -0.730
C -0.239526 5.399801 3.536285 -0.0478 1.8204 -0.2638 0.738
O -0.500343 6.561939 3.541713 0.2107 -2.3253 0.3857 -0.528
H 3.829041 2.666596 6.037395 -0.7740 1.3975 0.9948 0.304
H 2.122369 2.055790 5.659887 0.6572 -1.3997 -0.8420 0.306
H 3.181748 4.426755 4.201835 1.7158 -0.2211 0.0011 0.388
H 4.224699 4.361978 2.351586 -0.1952 0.1955 -0.2681 0.767
H 4.848134 2.796230 1.974438 -0.0071 -0.0353 0.1276 0.522
H 2.637121 3.078139 0.135727 -0.1807 0.0499 0.4591 -0.844
H 5.251786 3.679278 -0.966096 0.1498 -0.1149 0.0164 0.640
H 4.142212 2.388098 -1.342674 0.1464 -0.2885 0.0010 -0.118
H 5.318205 2.211627 0.011236 -0.1542 -0.2900 -0.1345 0.265
H 4.573285 5.418711 0.335209 0.0130 0.0769 -0.0886 0.617
H 3.455784 5.220463 -1.002754 -0.2365 0.0254 0.0209 0.303
H 2.871927 5.608354 0.661266 -0.1678 0.0452 -0.2063 0.369
H 4.047852 1.125472 3.609004 0.1318 -0.2305 -0.1256 0.785
H 2.337866 0.690111 3.258454 0.1736 0.0926 0.4986 0.263
H 5.327487 -0.177885 2.478573 -0.0399 0.4034 -0.0710 0.965
H 4.939957 -0.890263 0.953011 -0.1706 0.2462 -0.1576 -0.071
H 4.471953 -1.959123 3.479856 -0.0001 -0.0008 0.0264 0.457
H 2.862731 -1.500505 3.031642 -0.0245 0.1482 -0.0229 0.301
H 4.109034 -2.835740 0.773942 0.0721 -0.2413 -0.0449 0.025
H 4.138184 -3.845357 2.262198 0.0100 -0.1437 -0.1125 -0.078
H 1.821649 1.084550 0.557396 0.2415 0.2684 0.2240 -0.337
H 1.745473 -0.399944 1.456001 0.0009 -0.1055 -0.1164 0.530
H 1.871674 -0.338059 -1.120650 -0.0440 -0.1720 -0.0006 0.412
H 2.717081 -1.634065 -0.316779 0.2929 0.0182 0.1803 0.565
H 5.237729 -2.870942 -2.016984 0.0720 -0.0969 0.1077 0.335
H 6.357996 -1.579592 -2.408242 -0.0816 0.1286 -0.1175 0.362
H 5.841061 -1.750245 -0.736271 0.0113 -0.1486 -0.0003 0.184
H 1.638795 4.816015 2.158878 0.2968 -0.2741 -0.1527 0.564
H 0.332420 3.102691 0.380185 -0.1448 -0.1529 0.0671 -0.539
H -1.036545 3.724086 1.327653 0.1180 -0.1171 0.2428 0.875
H 0.077237 6.109265 0.682735 -0.3129 0.0061 0.1475 0.543
H 0.804351 5.137501 -0.575089 0.1915 0.0490 0.1574 0.245
H -2.186236 5.020457 -0.060980 0.0008 -0.0700 0.0054 0.452
H -1.455850 6.068047 -1.243198 0.0465 -0.1508 -0.3425 0.546
H -1.981046 0.273713 0.854092 -0.0695 0.0254 -0.1866 0.318
H -0.819630 1.512578 1.248476 0.0284 0.1459 -0.3011 -0.670
H -2.459323 0.885636 3.124142 -0.0588 -0.1406 -0.1183 0.401
H -2.213492 2.597768 2.842748 0.1238 0.0353 -0.1460 0.163
H -4.186124 0.102128 1.342338 -0.0753 -0.0822 -0.2841 0.251
H -5.532567 1.156761 1.015870 -0.0519 0.3975 0.1759 0.411
H -4.458420 2.248013 -0.758668 0.2637 0.2868 -0.0009 0.360
H -3.703889 0.658150 -0.825391 0.2512 0.3869 -0.0551 0.006
Br -6.600589 -0.416954 -1.968179 0.0397 0.0213 -0.0659 -0.092
C -5.704925 -1.995226 -2.672067 -0.1798 0.1017 -0.0102 -0.711
C -5.005247 -2.759527 -1.582734 0.2675 -0.1367 0.0154 -0.568
Br -3.350571 -1.880380 -1.053478 -0.0335 -0.2677 -0.0286 -0.119
H -5.031499 -1.654076 -3.452328 0.0729 -0.0105 0.0685 0.450
H -6.493344 -2.598437 -3.113899 -0.0054 -0.0265 0.0338 0.344
H -4.707680 -3.744673 -1.936872 -0.0404 0.0157 -0.0529 0.378
H -5.607835 -2.867667 -0.685925 -0.0672 0.0413 -0.0472 0.361
Br 6.890669 -4.532985 0.927306 0.0965 0.0747 -0.0033 -0.061
C 7.577296 -6.209976 1.635264 -0.0468 0.0232 -0.2687 -0.595
C 6.469234 -7.032565 2.234585 0.0651 -0.0950 0.3179 -0.637
Br 5.941111 -6.333534 3.972186 -0.1362 0.0262 -0.0760 -0.135
H 8.353698 -5.959067 2.350520 -0.0488 -0.0115 0.0475 0.366
H 8.022787 -6.721874 0.784876 -0.0447 -0.0253 0.0036 0.340
H 6.803692 -8.050712 2.422090 0.0522 0.0203 -0.0273 0.379
H 5.577404 -7.055810 1.616644 0.0368 0.0395 -0.0439 0.363
Br -8.817023 -3.721386 -2.006049 -0.1113 -0.1102 0.1103 -0.144
C -10.545637 -3.180493 -2.713544 0.1528 -0.0829 -0.2049 -0.381
C -10.572957 -1.707910 -3.026636 -0.1920 0.1324 0.2353 -0.576
Br -10.747338 -0.637861 -1.410538 0.0635 -0.0155 -0.0262 -0.128
H -11.292417 -3.473312 -1.982321 0.0085 0.0640 0.0250 0.451
H -10.678172 -3.768459 -3.621146 0.0306 0.0459 -0.0257 0.162
H -11.445029 -1.460496 -3.627511 0.0151 -0.0335 -0.0228 0.277
H -9.678552 -1.366216 -3.536617 0.0135 -0.0438 0.0038 0.360
Br 0.485493 -7.497702 5.232486 -0.0382 0.0519 0.0407 -0.160
C -0.012775 -6.001184 4.090033 0.0548 -0.2769 -0.0200 -0.635
C 1.194002 -5.235597 3.619905 -0.1144 0.2452 0.0037 -0.387
Br 1.910651 -4.096400 5.024957 0.0803 -0.0519 -0.0065 -0.139
H -0.706603 -5.389491 4.657454 0.0428 0.0447 -0.0056 0.403
H -0.532131 -6.448050 3.244994 0.0352 0.0354 -0.0297 0.386
H 0.928009 -4.557283 2.813534 -0.0176 -0.0392 0.0313 0.181
H 2.004506 -5.880126 3.293755 -0.0271 -0.0436 0.0293 0.342
Br -10.360061 -1.600326 -6.630595 -0.0067 -0.0650 -0.1120 -0.120
C -12.190519 -2.070741 -7.099398 0.0900 0.2285 0.1703 -0.623
C -12.701064 -3.214613 -6.264444 -0.1064 -0.2256 -0.2105 -0.344
Br -11.968041 -4.917492 -6.852876 0.0499 0.0380 0.1026 -0.108
H -12.195954 -2.285647 -8.162861 -0.0218 -0.0735 0.0207 0.422
H -12.774406 -1.172304 -6.909901 -0.0227 -0.0287 0.0195 0.344
H -13.778996 -3.314034 -6.372399 0.0044 0.0547 -0.0122 0.377
H -12.453160 -3.113101 -5.212731 0.0033 0.0649 -0.0103 0.045
Br 3.847923 4.185870 -4.404346 0.0620 0.0247 -0.0322 -0.147
C 4.720495 2.641998 -5.208412 -0.2662 0.0430 0.0617 -0.592
C 5.449615 1.823735 -4.178947 0.2599 -0.0907 -0.0393 0.199
Br 7.125331 2.665310 -3.646878 -0.0738 -0.0129 0.0615 -0.133
H 5.372820 3.019398 -5.989261 0.0459 -0.0146 0.0390 0.426
H 3.917605 2.060352 -5.656357 0.0171 -0.0463 0.0513 0.369
H 5.732931 0.856900 -4.589910 -0.0534 0.0157 -0.0432 0.390
H 4.871641 1.673515 -3.272657 -0.0416 0.0343 -0.0396 -0.407


35
Properties=species:S:1:pos:R:3:forces:R:3:mulliken_charge:R:1 method="wB97M-V/def2-TZVPD" lumo_ha=0.024 orbital_gap_ev=8.8
B -0.182699 0.215682 0.875216 -0.3882 -1.8233 -1.5951 0.799
C 2.731420 -0.920719 1.258125 4.3278 -0.2567 -0.6621 -0.504
C 1.634099 -1.327579 1.742464 -3.2620 2.9838 1.2502 -0.482
C -0.043078 0.710845 -1.383159 -1.1439 0.0907 -0.0883 1.517
C -0.981641 -0.575137 -1.137430 -2.7448 0.3581 -0.2675 1.444
C 0.949077 0.464350 -2.524810 1.8620 0.0390 0.0009 -1.574
C -0.800149 2.066458 -1.609187 3.4915 -0.9847 -0.6847 -2.222
C -0.393006 -1.901772 -1.682012 -1.4642 -0.0868 1.1184 -1.832
C -2.473989 -0.323249 -1.666192 2.6638 -0.4830 -0.6360 -1.759
C 0.865822 1.493309 2.858039 2.4190 -1.4423 -1.3306 -1.360
C -0.844941 -0.380472 3.289307 1.3926 0.3416 3.0307 -1.541
C 0.068105 0.350549 2.350484 1.6099 -2.8280 -0.5028 1.010
O 0.545096 0.894414 -0.075379 0.3080 0.1073 -0.5455 -0.543
O -1.128387 -0.684512 0.287438 1.4026 1.2590 0.5673 -0.643
H 3.707717 -1.538899 1.175691 -1.8079 0.5316 0.0320 0.224
H 2.952494 0.105515 1.037799 -0.3215 0.6278 -0.3519 0.171
H 1.341597 -2.209373 2.185642 -0.7391 -1.8893 0.6036 0.446
H 2.016441 0.599668 -2.193465 -1.0009 0.5100 -0.0903 0.317
H 0.788787 1.079645 -3.441994 -0.0319 -0.3655 0.8789 0.350
H 1.017046 -0.584009 -2.821413 -0.4223 0.3394 -0.2546 0.389
H -1.026823 2.260740 -2.635206 -0.6509 -0.0024 -0.5170 0.468
H -0.081663 2.824910 -1.276140 0.0329 -0.0470 -0.2862 0.419
H -1.555699 2.121418 -0.933295 -2.6721 0.2476 1.5466 0.567
H -0.493229 -1.994648 -2.778157 -0.1860 -0.0452 0.5464 0.326
H -0.971962 -2.767779 -1.122025 1.6328 1.6434 -1.1847 0.332
H 0.665968 -1.753857 -1.467960 0.0441 -1.2535 0.3719 0.450
H -2.295445 -0.173921 -2.720120 -0.5424 0.4467 -0.6018 0.410
H -2.965718 0.494848 -1.207629 -0.0580 1.0806 0.3606 0.343
H -3.165538 -1.126155 -1.578155 -0.0657 -1.2267 0.3027 0.437
H 0.990726 1.355846 3.891918 0.1594 0.4945 1.5054 0.462
H 1.915774 1.607159 2.393206 -1.4700 -0.6182 0.5052 0.191
H 0.422025 2.379423 2.547540 -1.1215 1.9072 -0.0087 0.307
H -1.783199 0.084437 3.316786 -1.5606 1.2537 -0.0428 0.420
H -0.524189 -0.360661 4.424891 -0.1654 0.0593 -2.1622 0.290
H -1.148133 -1.385946 3.115323 0.4731 -0.9688 -0.8080 0.374


24
Properties=species:S:1:pos:R:3:forces:R:3:mulliken_charge:R:1 method="wB97M-V/def2-TZVPD" smiles="C=C[C@@H](N)O.C=C.CO" lumo_ha=0.036 orbital_gap_ev=10.2
C 1.925455 0.550903 -0.403732 -0.7169 0.1671 -0.4392 0.170
C 1.368601 -0.142077 0.822742 1.9651 -1.7676 -0.0663 -0.056
C 1.192672 -1.478578 0.859806 0.6934 1.3941 0.0483 -1.066
N 1.469072 1.911320 -0.605163 0.0993 0.0507 -0.0586 -0.685
O 3.333100 0.563362 -0.277165 0.0627 -0.1248 0.2291 -0.541
H 3.662337 1.203558 -0.922529 -0.1508 -0.0124 0.0655 0.339
H 1.636788 -0.018429 -1.304191 -0.0209 0.0387 0.1819 0.218
H 1.598860 2.452096 0.244603 -0.0457 -0.0248 -0.0273 0.226
H 0.484549 1.933021 -0.855554 -0.0106 0.0081 0.0421 0.299
H 1.577514 0.390257 1.745483 -0.5437 0.1581 0.1405 0.394
H -0.612581 0.493065 1.055508 -2.8907 1.0450 -0.2493 -0.020
H -0.935315 -1.837297 0.593389 -1.1009 0.2415 -0.3785 0.079
H 1.284142 -2.078330 -0.034462 -0.1988 -0.0115 -0.1830 0.355
H 1.113026 -2.011764 1.795401 -0.2912 -0.0045 0.1007 0.364
C -1.569763 1.183049 0.796035 2.5056 -0.6122 0.8683 -0.398
C -1.893324 -1.744316 0.036976 0.7534 -0.6114 0.1874 -0.151
C -1.878420 -1.547787 -1.272704 0.0049 -0.1993 -0.0300 -0.809
O -1.570920 1.453306 -0.574915 -0.1741 0.0894 -0.8748 -0.555
H -1.776027 0.627539 -1.042382 0.0359 0.2061 0.2265 0.311
H -2.560055 0.894134 1.149867 0.2597 -0.5560 0.1940 0.348
H -1.306011 2.107801 1.303238 -0.1714 0.3083 -0.0203 0.285
H -2.815345 -1.929510 0.571026 -0.0418 0.1151 0.0745 0.274
H -2.779895 -1.543801 -1.868035 -0.1435 0.0805 -0.0106 0.330
H -0.948461 -1.431522 -1.813241 0.1211 0.0217 -0.0209 0.288